9
Properties=species:S:1:pos:R:3:forces:R:3:nbo_charge:R:1 method="wB97M-V/def2-TZVPD" gap_ha="0.2495 / 0.2631" fmax_ev_per_a=3.53 total_energy_ev=-41615.242 spin_multiplicity=6 lumo_energy_ev="-1.49 / -1.54"
C 1.3498 -1.7451 -0.2658 2.137 1.029 0.003 0.402
O 1.8241 -0.5849 -0.3306 -0.208 -2.666 -0.450 -0.700
H 1.4366 -2.3142 0.6748 -0.634 0.371 -0.125 0.164
H 1.1655 -2.3259 -1.1855 -0.483 0.491 0.195 0.165
O -2.6931 0.1544 0.0062 1.394 0.624 0.330 -0.668
C -1.5094 0.4461 0.1811 -2.899 -1.967 -0.454 0.911
O -0.9276 1.5147 -0.3010 0.942 1.360 -0.156 -0.877
O -0.6535 -0.3749 0.8046 0.778 0.116 0.384 -0.929
Mn 0.7967 0.9192 0.3235 -1.027 0.641 0.274 1.532